Entry 1:
{
  "formula": "C4H5NO",
  "method": "ωB97M-V/def2-TZVPD",
  "elements": ["H", "C", "H", "C", "O", "H", "N", "H", "C", "C", "H"],
  "xyz": [[0.983, -1.730, 0.728], [-1.274, -0.268, -0.066], [-1.323, -1.318, 0.227], [1.193, -0.712, 0.396], [1.129, -0.563, -1.009], [1.645, 0.006, 1.053], [0.573, 2.693, -0.549], [-1.833, -0.070, -0.974], [0.155, 0.116, -0.237], [0.403, 1.565, -0.354], [-1.682, 0.333, 0.759]],
  "atomic_forces_ev_per_a": [[-0.109, 0.482, 0.184], [-0.270, -0.143, -0.322], [-0.204, 0.073, -0.244], [-0.839, 0.519, 0.565], [0.211, -0.041, -0.109], [2.093, -0.425, -0.011], [-0.178, -1.161, 0.330], [-0.355, -0.085, -0.021], [-0.412, 0.069, -0.027], [0.000, 0.865, -0.052], [0.064, -0.152, -0.292]],
  "fmax_ev_per_a": 2.1,
  "e_above_lowest_kcal_mol": 52.9,
  "multiplicity": 1,
  "homo_lumo_gap_ev": 11.68,
  "smiles": "C[C@@]1(C#N)CO1"
}

=====

Entry 2:
{
  "formula": "C4H5NO",
  "method": "ωB97M-V/def2-TZVPD",
  "elements": ["N", "H", "C", "C", "H", "H", "C", "H", "O", "H", "C"],
  "xyz": [[1.351, 1.135, 0.252], [2.744, -0.454, -0.341], [-0.054, 1.261, 0.331], [-0.405, 0.004, -0.054], [-2.016, -0.976, -1.094], [-2.432, 0.132, 0.236], [-1.735, -0.642, -0.091], [1.883, 1.882, 0.671], [0.715, -0.802, -0.367], [-1.808, -1.486, 0.605], [1.758, -0.053, -0.149]],
  "atomic_forces_ev_per_a": [[0.093, 0.278, 0.400], [-0.115, 0.261, 0.167], [-0.019, -0.524, 0.028], [-0.277, 0.163, 0.077], [-0.005, -0.034, 0.103], [-0.033, -0.191, -0.099], [-0.111, -0.017, -0.060], [0.571, -0.246, -0.501], [-0.050, 0.112, 0.011], [0.037, 0.089, -0.160], [-0.091, 0.109, 0.034]],
  "fmax_ev_per_a": 0.8,
  "e_above_lowest_kcal_mol": 57.4,
  "multiplicity": 1,
  "homo_lumo_gap_ev": 9.05
}